No. 1
14
Properties=species:S:1:pos:R:3 method="wB97M-V/def2-TZVPD" gap_ev="6.4 / 9.6" total_charge=0 spin_multiplicity=1 max_force_ev_per_a=5.20 relative_energy_kj_mol=1052.1
C 1.2137 0.1763 -0.2083
C 0.0477 -0.6316 -0.8495
O -0.3876 -1.7140 -0.0296
C -1.2362 -0.8845 0.8540
C -0.2764 -0.1917 1.7238
N 0.1418 0.6295 0.7737
C -0.9373 0.3488 -0.2497
H 2.0308 -0.3852 0.2470
H 1.5397 1.0295 -0.8127
H 0.0401 -0.8401 -1.9185
H -2.1043 -1.4454 1.2126
H 0.9950 3.0048 -2.0119
H 0.1924 -0.3951 2.7146
H -1.2596 1.2987 -1.4456

***

No. 2
15
Properties=species:S:1:pos:R:3 method="wB97M-V/def2-TZVPD" gap_ev=6.6 total_charge=-1 spin_multiplicity=1 max_force_ev_per_a=3.05 relative_energy_kj_mol=364.7
C -0.9507 0.1735 -2.2600
C 1.5352 -0.0378 1.1457
C -0.8048 0.9907 0.9054
C 0.3457 0.1712 0.2519
O -0.0753 0.2507 -3.0512
O -1.9823 0.6840 -1.9613
P -0.2389 -1.0357 -0.7924
H 1.1553 -0.6246 1.9742
H 2.4078 -0.5884 0.6742
H 1.9838 0.8979 1.6528
H -0.7419 1.0217 2.0114
H -0.8260 1.9849 0.5873
H -1.7633 0.4747 0.5737
H -0.9090 -2.6078 -0.4647
H 0.8646 -1.7549 -1.2471

***

No. 3
75
Properties=species:S:1:pos:R:3 method="wB97M-V/def2-TZVPD" gap_ev="7.6 / 6.5" s_squared=8.762 total_charge=0 spin_multiplicity=6 max_force_ev_per_a=1.01
Fe 0.5696 -0.9867 0.3232
C -2.9074 4.0806 -0.6734
C -3.5425 2.8548 -0.0222
N -2.6457 2.1072 0.8482
C -1.5361 1.4540 0.4638
S -0.6695 0.6295 1.7325
N -1.1446 1.5283 -0.7734
N -0.0469 0.7708 -1.0323
C 0.6630 1.0704 -2.0501
C 0.4007 2.2373 -2.9451
C 1.8297 0.2059 -2.2827
C 2.5719 0.2535 -3.4503
C 3.6424 -0.6119 -3.6051
C 3.9528 -1.4896 -2.5838
C 3.1810 -1.4530 -1.4385
N 2.1522 -0.6231 -1.2875
H -3.6731 4.6483 -1.2047
H -2.1416 3.7732 -1.3817
H -2.4471 4.7265 0.0770
H -3.9199 2.1837 -0.7957
H -4.3830 3.1651 0.5963
H -2.8856 2.0079 1.8183
H -0.4549 2.7920 -2.5770
H 0.1922 1.9010 -3.9637
H 1.2717 2.8957 -2.9752
H 2.3002 0.9392 -4.2400
H 4.2203 -0.6044 -4.5198
H 4.7587 -2.2032 -2.6735
H 3.3848 -2.1139 -0.6035
C 3.4726 0.0028 1.7199
N 2.2514 -0.8081 1.7642
C 2.0608 -1.5475 2.8005
C 0.9688 -2.4181 2.8598
C 0.5978 -3.3612 3.8163
C -0.4785 -4.0593 3.2693
C -0.7056 -3.5024 2.0075
N 0.1584 -2.5017 1.7634
C 3.2253 1.4985 1.7486
C 3.7541 2.2738 2.7728
C 3.5832 3.6539 2.7772
C 2.8698 4.2695 1.7604
C 2.3201 3.4977 0.7438
C 2.5027 2.1248 0.7398
H 4.0145 -0.2463 0.8050
H 4.1103 -0.2565 2.5678
H 2.7747 -1.5477 3.6236
H 1.0661 -3.5093 4.7779
H -1.0267 -4.8798 3.7058
H -1.4293 -3.8325 1.2734
H 4.3097 1.7990 3.5748
H 4.0163 4.2475 3.5732
H 2.7464 5.3449 1.7561
H 1.7605 3.9685 -0.0572
H 2.0840 1.5258 -0.0503
N -1.7206 -1.5897 -0.3148
C -3.0306 -1.1999 0.0495
C -3.7946 -0.4381 -0.8273
C -5.0894 -0.0755 -0.4876
C -5.6349 -0.4687 0.7272
C -4.8627 -1.2146 1.6099
C -3.5632 -1.5677 1.2816
H -1.5688 -1.5404 -1.3145
H -1.4823 -2.5128 0.0124
H -3.3719 -0.1504 -1.7840
H -5.6837 0.5041 -1.1838
H -6.6566 -0.2110 0.9775
H -5.2832 -1.5415 2.5531
H -2.9546 -2.1342 1.9763
F 0.6063 -2.6827 -1.1546
P 0.1333 -3.4331 -2.6396
F 1.4256 -2.7711 -3.3203
F -1.1528 -3.9960 -1.8606
F -0.6868 -2.0604 -2.9796
F -0.3228 -4.0987 -4.0008
F 0.9936 -4.6929 -2.1934

***

No. 4
98
Properties=species:S:1:pos:R:3 method="wB97M-V/def2-TZVPD" gap_ev=4.4 total_charge=+3 spin_multiplicity=1 max_force_ev_per_a=0.69 relative_energy_kj_mol=0.0
Zr -1.6812 -1.2674 -0.3895
C 1.3040 -6.3906 3.2126
O -0.1362 -6.5309 3.2480
C -0.9151 -5.6994 2.6233
C -2.3058 -5.9547 2.7349
C -3.1863 -5.1383 2.1083
C -2.7742 -4.0042 1.3322
C -3.7518 -3.2389 0.6886
C -5.2144 -3.5254 0.7411
O -3.4272 -2.1996 -0.0361
C -1.3597 -3.7833 1.2550
O -0.8646 -2.7326 0.5247
C -0.4489 -4.5971 1.8659
H 1.6745 -7.2245 3.7969
H 1.5855 -5.4466 3.6762
H 1.6525 -6.4651 2.1839
H -2.6245 -6.8062 3.3187
H -4.2420 -5.3519 2.1982
H -5.5889 -3.4863 1.7662
H -5.4248 -4.5274 0.3629
H -5.7514 -2.8001 0.1366
H 0.6055 -4.3880 1.7710
I -5.4911 -3.4966 -4.5596
C -3.5688 -3.3852 -3.8220
C -2.6061 -4.3546 -4.1032
C -1.3252 -4.2146 -3.5873
C -1.0399 -3.1271 -2.7866
N -1.9665 -2.1961 -2.4861
C -3.1918 -2.3199 -3.0205
H -2.8536 -5.2063 -4.7234
H -0.5516 -4.9359 -3.8096
H -0.0444 -2.9845 -2.3806
H -3.9043 -1.5386 -2.7821
C -4.1425 0.1362 4.1436
C -3.4426 -0.7995 3.1509
P -2.5763 0.1005 1.8318
C -3.8549 0.9797 0.8637
C -3.2815 1.4038 -0.4789
C -1.4993 1.3541 2.6028
C -0.2138 1.6586 1.8481
H -4.7299 -0.4486 4.8490
H -4.8248 0.8214 3.6415
H -3.4264 0.7202 4.7197
H -4.1708 -1.4540 2.6648
H -2.7185 -1.4462 3.6521
H -4.2184 1.8592 1.3989
H -4.7069 0.3087 0.7311
H -2.4380 2.0881 -0.3767
H -4.0306 1.8686 -1.1207
H -2.9242 0.5617 -1.1295
H -1.2789 0.9902 3.6106
H -2.1028 2.2564 2.7383
H 0.3980 0.7637 1.7013
H 0.3891 2.3731 2.4074
H -0.4005 2.1097 0.8712
C 5.8224 3.2868 -2.4793
C 4.7179 2.2253 -2.3394
C 5.0677 1.0666 -3.2746
C 4.7616 1.7282 -0.8908
C 3.3401 2.8670 -2.7355
O 3.4992 3.5996 -3.9537
C 2.7494 3.8313 -1.6881
C 1.9637 3.2544 -0.4938
C 2.0366 4.1200 0.7386
C 1.4067 5.3621 0.7699
C 1.4722 6.1676 1.8946
C 2.1807 5.7258 3.0042
Cl 2.2605 6.7202 4.4159
C 2.8254 4.4987 2.9947
C 2.7478 3.7037 1.8593
C 2.2817 1.8854 -3.2918
N 1.5901 0.9680 -2.3639
C 0.3073 0.9685 -2.0726
N 0.0160 -0.0803 -1.2840
C 1.2502 -0.6931 -1.1434
N 2.2013 -0.0876 -1.7816
H 6.7485 2.8949 -2.0591
H 5.6010 4.2091 -1.9390
H 6.0391 3.5242 -3.5214
H 6.1007 0.7637 -3.1042
H 4.9833 1.3550 -4.3238
H 4.4459 0.1870 -3.0958
H 5.7386 1.2805 -0.7054
H 4.0178 0.9612 -0.6806
H 4.6456 2.5434 -0.1750
H 4.1936 4.2578 -3.8427
H 2.1014 4.5163 -2.2393
H 3.5622 4.4481 -1.3017
H 2.3132 2.2551 -0.2316
H 0.9083 3.1562 -0.7769
H 0.8598 5.7147 -0.0975
H 0.9869 7.1329 1.9188
H 3.3849 4.1776 3.8620
H 3.2579 2.7466 1.8492
H 2.7109 1.2620 -4.0718
H 1.4882 2.4859 -3.7365
H -0.3886 1.7065 -2.4376
H 1.4146 -1.5848 -0.5548